[1]
135
Properties=species:S:1:pos:R:3:forces:R:3:lowdin_charge:R:1 method="wB97M-V/def2-TZVPD" spin_multiplicity=1 e_homo_ha=-0.3726 largest_force_ev_per_a=3.88 total_energy_ha=-6207.6926 total_charge=+1 gap_ev=5.20
H -2.810 -0.326 -1.073 0.3 -0.1 -0.8 0.08
C -0.844 -1.798 -4.176 -0.5 -1.0 0.2 -0.22
H -1.200 -2.629 -6.205 -0.1 0.2 0.8 0.10
H 3.260 -7.189 -5.291 0.3 0.4 0.2 0.08
C -0.795 -1.678 -0.047 -1.0 -0.1 0.9 -0.18
C 0.495 -6.216 -3.678 2.5 -0.6 -0.6 -0.57
H 2.686 -2.349 -3.220 0.4 0.4 0.7 0.13
H 1.742 8.267 3.651 -0.1 0.0 -0.1 0.09
H -3.396 -2.138 0.176 0.2 -0.3 -0.5 0.10
C -1.293 -3.777 -2.481 -0.9 2.6 0.3 -0.45
C 2.010 -4.343 -7.505 -1.2 0.0 0.8 -0.49
H 0.466 7.467 5.288 0.0 0.0 0.0 0.12
H -3.830 0.563 -8.251 0.3 0.0 0.4 0.11
C 0.483 -1.498 0.821 -0.3 -0.7 1.7 -0.69
C 0.880 -7.540 -2.910 -0.9 0.0 -0.5 -0.14
H 4.060 6.183 6.388 0.0 0.0 0.1 0.13
C 2.849 -3.644 -0.622 0.3 -0.9 0.6 -0.13
H -2.495 0.635 4.418 0.1 -0.1 0.0 0.12
O 2.219 6.613 7.068 0.0 0.1 0.0 -0.13
H 3.509 8.829 9.992 0.1 0.0 0.0 0.09
B 1.003 -2.648 -2.337 1.6 -0.3 0.8 -0.46
H -1.801 1.891 -9.331 -0.2 -0.5 0.0 0.08
C 0.023 -0.999 2.256 0.6 0.6 -1.2 -0.17
H 0.382 7.054 7.752 0.0 -0.1 -0.1 0.13
H 1.511 -4.813 -1.817 -0.3 0.5 0.1 0.07
H 0.688 -3.935 -0.546 0.3 -0.1 -0.5 0.10
C 0.251 -0.935 -4.858 -0.1 0.8 -2.0 -0.08
H 0.296 3.133 8.157 -0.1 0.0 0.0 0.09
H 0.335 3.880 6.544 0.2 0.0 0.0 0.09
O 3.758 9.107 7.952 -0.3 -0.1 0.2 -0.20
H 0.412 -7.585 -1.913 0.6 0.1 -0.3 0.06
O 2.067 -1.802 -2.706 -1.3 -0.7 -1.2 0.05
H -1.823 0.131 -9.708 0.0 0.2 0.3 0.08
N -3.125 -0.929 -3.066 -0.8 0.7 0.7 -0.28
H 3.382 10.490 9.394 0.1 0.0 -0.1 0.09
H 4.985 9.721 9.501 0.0 0.0 0.2 0.09
H -0.330 1.709 5.066 0.0 0.0 0.0 0.12
C -2.339 -1.247 -4.308 0.5 -1.0 -2.1 -0.21
C 0.195 2.941 7.090 -0.2 0.1 0.0 -0.10
O -1.632 -0.433 5.892 -0.1 0.2 0.0 -0.14
H -4.914 -0.100 9.408 -0.1 -0.1 -0.1 0.09
H -5.143 1.350 8.401 0.1 0.0 0.1 0.09
O 1.553 0.850 -4.047 2.5 0.6 1.8 0.09
H -2.316 -1.050 9.150 0.1 -0.2 -0.1 0.13
H -1.448 -0.904 -7.287 -0.2 0.1 0.5 0.08
H -0.025 0.106 2.182 -0.4 -0.5 0.3 0.05
O 2.290 -5.480 -6.771 0.4 1.4 0.5 -0.05
C 1.213 7.597 7.292 -0.1 -0.1 0.0 -0.18
O 2.441 -4.195 -8.588 0.9 0.3 -1.7 0.17
C 3.925 9.552 9.282 0.1 0.0 -0.2 -0.11
H 1.541 8.339 8.020 0.1 0.2 -0.2 0.12
C 4.040 -6.406 -5.341 -0.4 0.1 -1.0 -0.06
C -0.893 -3.006 -5.207 0.1 0.1 -0.8 -0.14
C -2.638 -0.225 -5.436 -1.3 -0.1 -0.5 -0.24
H 0.825 -1.214 2.980 -0.6 -0.1 -0.1 0.08
H 1.969 -7.695 -2.899 -0.4 0.2 0.2 0.07
H 0.325 -6.536 -4.723 -0.3 0.5 0.5 0.07
H 0.654 9.691 3.750 0.0 -0.1 -0.1 0.09
H -2.305 0.810 -5.282 0.3 -0.6 0.3 0.02
C -0.566 0.108 -1.841 0.4 -0.6 0.0 -0.11
H -1.525 -3.837 -1.401 0.5 -0.1 -0.5 0.06
H -1.698 -3.730 -4.999 0.5 0.2 0.5 0.11
H 3.508 -4.508 -0.845 -0.3 0.4 0.0 0.08
C -2.438 -0.599 -6.929 -0.8 0.7 -0.8 -0.20
S -0.939 -5.466 -2.939 -1.7 -1.7 0.2 0.95
H -0.736 0.256 7.644 -0.2 0.1 0.1 0.12
O 1.622 9.181 5.508 0.2 -0.3 -0.2 -0.20
H 0.913 -2.491 1.039 0.0 0.5 -0.7 0.05
C 1.474 -3.825 -1.325 -0.3 0.2 0.0 -0.14
C 3.736 -5.553 -6.605 0.9 -1.0 0.3 -0.20
H -0.762 0.809 -8.411 -0.4 -0.1 -0.4 0.05
H 0.164 -4.777 -5.800 0.1 0.5 0.5 0.10
C -1.368 -0.558 7.289 0.1 -0.2 0.0 -0.18
H -2.821 1.593 -7.180 -0.2 -0.5 -0.1 0.09
H -3.158 0.983 6.002 0.1 0.1 0.2 0.12
H 4.038 -5.772 -4.441 0.0 -0.5 -0.2 0.07
C -2.227 0.793 5.467 0.1 -0.1 -0.2 -0.18
H 1.781 -2.379 -6.723 -0.2 -0.4 -0.2 0.13
H 3.423 7.682 5.746 0.0 0.2 0.1 0.12
H 1.228 -3.770 -4.800 -0.6 0.0 0.1 0.11
C -0.765 1.182 -0.742 -0.3 -1.5 0.0 -0.31
O -1.099 2.418 6.859 0.2 -0.3 0.0 -0.20
C -3.555 -2.188 -0.907 -0.9 0.6 -1.6 -0.01
C 1.119 -3.250 -6.887 -0.3 -0.4 1.2 -0.06
H 5.000 -6.933 -5.475 -0.3 0.4 0.3 0.08
H 4.182 -4.544 -6.517 -0.4 -0.3 0.0 0.13
I 2.154 -0.246 0.341 -0.1 0.0 -0.2 1.10
C -2.597 -1.212 -1.701 0.3 -0.6 3.8 -0.35
H -2.899 -2.120 -4.714 0.3 0.3 0.6 0.15
H -4.009 -1.449 -3.094 0.4 -0.1 -0.3 0.12
C -1.754 0.875 -8.899 -0.1 0.4 0.5 -0.11
H 0.445 -8.383 -3.480 0.2 0.3 0.3 0.08
C -2.838 0.671 -7.787 1.2 -0.1 -0.6 -0.23
C 3.499 7.083 6.654 0.1 -0.2 0.0 -0.18
C 0.626 0.535 -4.652 -1.1 -0.4 -0.5 -0.73
H -0.955 -1.423 2.534 0.5 0.0 0.1 0.08
H 2.421 9.896 3.783 -0.1 0.0 0.1 0.09
C -0.543 -2.402 -2.705 1.0 0.3 0.4 -0.17
H -3.627 -3.202 -1.322 0.2 0.2 0.5 0.08
H 4.202 -6.008 -7.498 -0.5 0.1 0.3 0.13
H 1.394 -5.577 -3.741 -0.6 -0.2 0.2 0.05
H -3.753 -0.172 -5.464 0.6 0.2 0.4 0.10
C 0.425 -3.733 -5.554 0.4 -0.3 -1.3 -0.16
H -0.780 -1.475 7.387 -0.1 0.0 -0.1 0.13
H -5.107 -0.244 7.631 0.0 -0.1 0.1 0.09
H 1.241 -1.418 -4.856 -0.6 0.1 0.7 0.12
O -3.292 0.520 8.283 -0.2 -0.1 -0.3 -0.20
H 4.243 7.214 8.660 0.0 0.0 0.0 0.13
H -1.562 -1.064 0.482 0.5 -0.1 -0.4 0.10
O -0.219 2.214 -0.887 0.7 2.0 -0.3 0.08
C -1.288 1.985 5.523 -0.3 0.1 0.3 -0.20
H 0.509 0.141 -2.079 -0.4 0.0 0.2 0.07
H -3.263 -1.474 7.697 0.0 0.0 0.0 0.12
H -2.305 -3.579 -2.916 0.6 -0.6 0.0 0.07
H -1.169 -2.686 0.245 0.4 0.3 -0.5 0.13
H -1.079 0.527 -2.732 0.2 -0.3 0.4 0.10
H 5.324 7.911 7.421 0.1 -0.2 0.0 0.13
H 0.046 -0.953 -5.952 -0.3 0.0 0.7 0.10
H -1.349 1.034 0.198 -0.1 -0.4 -0.4 0.13
H -4.567 -1.737 -1.056 0.4 -0.3 0.2 0.10
Br -3.900 0.854 -2.956 0.0 0.2 -0.2 1.00
C 1.598 9.257 4.099 0.0 0.1 0.2 -0.11
H 0.965 2.217 6.799 0.0 0.1 -0.1 0.09
H -1.727 2.821 4.962 0.0 -0.1 -0.2 0.13
H 3.442 -2.743 -0.818 -0.5 -0.1 -0.2 0.03
C 0.686 8.247 6.027 0.2 0.3 0.2 -0.20
C -2.609 -0.717 8.146 0.1 0.3 0.1 -0.20
C -4.686 0.362 8.442 0.2 0.1 0.1 -0.11
C -1.035 -1.367 -1.537 -0.8 0.7 -2.0 -0.27
H -0.237 8.795 6.256 -0.1 -0.2 0.0 0.13
H 2.699 -3.698 0.475 0.2 0.1 -0.5 0.07
H -3.159 -1.380 -7.248 0.6 0.0 0.5 0.13
C 4.279 7.805 7.737 0.0 0.3 -0.2 -0.20
Cl -0.113 1.954 -5.536 -0.6 -0.7 -0.3 0.69
H 0.360 -2.934 -7.625 0.4 -0.3 0.1 0.13

[2]
150
Properties=species:S:1:pos:R:3:forces:R:3:lowdin_charge:R:1 method="wB97M-V/def2-TZVPD" spin_multiplicity=1 e_homo_ha=-0.3719 largest_force_ev_per_a=4.40 total_energy_ha=-5766.7929 gap_ev=10.31 smiles="O=S1(=O)CCCC1.O=S1(=O)CCCC1.O=S1(=O)CCCC1.O=S1(=O)CCCC1.O=S1(=O)CCCC1.O=S1(=O)CCCC1.CCOC(=O)OC.CCOC(=O)OC.CCOC(=O)OC.CCOC(=O)OC"
H -5.423 -0.722 16.892 -0.2 0.2 -0.3 0.09
H -3.165 -2.486 26.227 0.2 -0.4 0.0 0.10
O -4.315 -5.796 25.846 -0.2 -0.5 -0.9 -0.31
O 1.385 3.731 5.937 -0.3 -1.0 -1.1 -0.35
C -5.545 -3.884 27.929 -0.1 -2.0 0.2 -0.23
O -2.310 -7.803 10.900 -0.2 1.9 -1.0 -0.35
H 2.660 4.654 3.033 0.2 0.3 -0.4 0.11
H -15.048 5.146 7.649 0.1 -0.5 0.5 0.10
H -3.585 2.301 12.070 -0.3 0.0 0.4 0.13
C -8.350 6.892 7.949 -0.2 -0.6 0.1 -0.18
H -13.560 0.399 8.069 0.3 0.1 0.2 0.12
H 0.094 4.590 3.715 -0.3 -0.2 0.6 0.10
H 4.863 -4.011 22.165 0.0 -0.1 0.0 0.11
C -8.916 6.088 9.112 -1.1 0.8 0.1 -0.07
H -0.225 -5.760 10.474 0.1 -0.2 0.4 0.11
C -13.629 2.873 7.511 1.3 -1.1 1.4 -0.55
H -4.357 -5.666 28.730 -0.1 0.0 -0.5 0.11
C -3.982 -3.187 26.055 0.2 -0.1 0.4 -0.22
H -1.294 -4.468 10.989 0.2 0.2 -0.3 0.10
H 2.021 -4.498 19.800 0.8 -0.9 -0.3 0.12
H -13.489 -0.105 6.406 -0.3 0.1 -0.1 0.12
H -5.721 1.662 10.775 -0.1 -0.2 0.7 0.08
C 3.988 -3.862 18.708 -0.5 -1.3 1.0 -0.18
H -0.572 9.901 18.251 -0.3 0.4 -0.6 0.12
H -9.993 6.251 9.142 -0.3 -0.7 -0.4 0.07
O 1.602 6.315 25.854 -0.3 -1.9 -0.7 0.03
H 0.117 -6.226 12.872 0.0 0.1 0.3 0.12
C 2.048 7.526 26.339 -1.7 1.9 1.4 -0.28
C -0.728 -5.563 12.686 0.4 -0.8 0.0 -0.20
H -8.695 6.508 10.093 0.9 0.1 -0.1 0.08
H -10.156 5.679 17.675 0.1 -0.5 -0.4 0.10
H -0.272 9.091 15.899 0.1 0.4 0.1 0.13
H 3.711 -2.233 20.922 0.6 0.1 -0.8 0.13
C 2.563 3.634 2.661 -0.7 0.0 1.7 -0.21
O -12.671 6.185 16.841 -0.4 0.2 0.5 -0.34
C -2.004 -6.167 13.314 1.2 -1.1 1.2 -0.24
O 0.908 1.368 5.083 -0.1 1.8 -0.3 -0.35
H -3.172 8.843 18.307 0.3 -0.1 0.2 0.10
H -8.887 7.823 7.767 0.5 0.3 0.6 0.13
H -11.456 -0.795 7.396 0.6 0.1 -0.1 0.08
O -13.842 2.807 8.712 -0.1 -0.2 -1.8 0.12
O -2.765 0.336 14.279 -3.7 0.0 0.6 0.07
H -0.032 3.772 23.014 0.3 0.0 0.2 0.09
H -0.511 6.651 15.357 -0.3 0.6 -0.2 0.11
H -2.914 0.710 11.786 -0.1 -0.1 -0.1 0.12
H 2.525 7.405 27.312 0.5 -0.7 -0.4 0.13
C 4.209 -4.260 21.330 2.2 -1.4 0.3 -0.23
S -12.525 5.439 18.072 1.2 -1.0 0.0 0.69
H -4.978 0.073 10.410 -0.1 -0.1 0.5 0.08
H -11.066 0.943 7.836 0.4 -0.4 0.1 0.08
H 1.040 2.391 1.881 -0.5 0.2 -0.7 0.11
S -2.575 7.317 16.537 -0.2 0.3 1.0 0.70
H -12.321 3.091 15.971 0.5 0.8 0.0 0.11
C -4.018 0.331 14.170 3.9 0.3 -2.1 -0.51
C -0.790 7.109 16.306 -0.5 -1.7 1.4 -0.23
S 5.258 -4.629 19.827 -1.1 2.0 -0.8 0.70
H -4.328 1.556 9.846 0.4 0.0 -0.1 0.07
H -6.071 -2.612 26.323 0.1 0.5 0.1 0.11
H -4.268 0.582 16.936 0.3 0.1 -0.4 0.10
O -13.538 3.979 6.798 -0.3 -0.3 -0.8 0.01
O 0.729 5.060 24.393 -0.7 -1.1 -0.6 0.03
C -0.935 8.923 17.934 -0.7 0.8 0.8 -0.23
H -6.868 4.994 3.767 0.0 -0.6 0.0 0.10
C -0.972 -5.485 11.218 -1.2 1.0 -2.0 -0.23
C -4.276 -4.735 28.169 0.5 1.4 0.5 -0.23
C 1.073 3.420 2.240 1.3 -0.3 1.0 -0.21
H 2.636 -3.052 21.787 -1.0 -0.5 -0.3 0.13
H -0.696 8.384 18.851 -0.4 -0.8 -0.2 0.12
C -3.179 -6.041 12.440 -1.7 1.9 -0.1 -0.28
H -6.331 -4.535 27.549 0.0 0.0 -0.2 0.11
H -13.982 5.938 6.610 0.5 -0.2 -0.2 0.09
C -13.255 3.780 17.796 0.4 0.5 0.5 -0.23
H -3.999 -6.730 12.643 0.2 -0.1 -0.1 0.12
O -12.895 5.953 19.378 0.0 0.0 -1.0 -0.34
C -11.536 0.259 7.129 -1.5 0.9 0.3 -0.05
O 5.367 -6.046 19.652 0.1 -0.4 0.1 -0.33
H -5.947 -3.513 28.872 0.3 0.2 0.0 0.11
O -3.104 7.723 15.269 -0.7 -0.3 -0.7 -0.34
H -3.808 -1.112 16.469 0.4 0.4 -0.2 0.10
H 3.603 -5.140 21.545 0.6 -0.4 0.0 0.11
O 6.415 -3.759 19.629 -0.6 -0.9 1.0 -0.35
C 2.807 2.739 3.932 -0.2 0.7 -1.7 -0.23
H -11.219 0.521 6.120 0.5 -0.5 0.1 0.08
C 2.804 8.335 25.367 0.9 0.5 -0.8 -0.07
H 1.186 8.123 26.637 -0.4 0.1 -0.1 0.12
C -7.733 5.601 3.499 2.2 -1.0 -0.7 -0.07
H -0.726 2.971 3.463 0.1 0.2 0.1 0.10
C -0.197 8.411 16.747 1.3 0.1 -1.1 -0.26
C -10.730 4.863 18.113 -1.8 -0.3 1.2 -0.19
H -7.278 6.990 8.120 0.0 0.4 -0.7 0.12
S -3.510 -4.851 26.554 2.2 0.5 0.8 0.68
O -4.927 -0.088 15.043 -0.2 0.7 -0.9 0.01
H -9.962 3.227 16.869 -0.2 0.0 -0.1 0.11
C -12.180 3.021 17.049 0.7 -0.8 -0.2 -0.22
S -2.542 -6.338 10.827 -0.4 -1.5 -0.6 0.74
C 3.273 -3.230 20.920 -0.3 2.5 1.5 -0.31
C -13.992 5.167 7.380 -0.5 1.4 0.1 -0.06
H 3.284 3.460 1.862 -0.1 -0.1 0.1 0.11
C 0.211 3.523 3.527 1.0 -0.1 -0.7 -0.21
H 3.725 7.842 25.055 0.1 0.1 0.0 0.08
H -13.359 5.491 8.207 -0.2 -0.2 0.1 0.10
S 1.259 2.773 4.834 0.1 -0.4 1.1 0.70
H -2.715 9.706 16.862 0.3 -0.2 -0.2 0.10
H 0.861 8.289 16.980 0.1 0.0 -0.2 0.12
O -3.193 6.238 17.326 1.1 1.5 -1.1 -0.34
C -3.850 1.257 11.901 -0.4 -0.7 -0.1 -0.20
H -10.520 2.729 18.453 -0.1 0.1 0.0 0.10
O -0.197 7.118 24.658 1.1 -1.5 0.6 0.11
O -3.316 -5.692 9.740 1.6 -1.3 1.8 -0.34
H -10.556 4.838 19.188 0.3 0.3 0.0 0.08
O -8.648 6.147 6.732 0.1 -0.1 0.8 0.03
H 4.454 -2.921 18.419 -0.4 0.0 0.0 0.10
O -2.028 -4.943 26.559 -2.6 -0.1 0.2 -0.35
H -14.198 3.924 17.268 0.1 0.0 0.0 0.11
H 2.227 8.573 24.473 -0.2 -0.2 0.0 0.08
C 0.602 6.234 24.943 0.2 2.8 0.6 -0.58
H 3.031 9.299 25.821 0.3 0.0 0.0 0.09
H 2.960 1.722 3.571 0.2 -0.1 0.6 0.10
C -2.418 8.890 17.521 -0.1 -0.9 0.5 -0.19
H 0.857 4.221 1.533 -0.5 -0.6 -0.3 0.11
C -5.190 -2.791 26.941 -0.1 0.1 -0.5 -0.21
O -8.485 5.733 4.664 -1.3 0.0 -0.4 0.02
H -3.599 -4.064 28.697 0.3 -0.2 0.4 0.10
C -4.789 1.100 10.722 0.5 0.6 -1.3 -0.07
H -4.916 -1.929 27.549 -0.1 0.3 -0.5 0.11
H -1.883 -7.250 13.340 0.5 0.0 0.7 0.11
C -4.548 -0.316 16.385 0.0 -0.8 0.9 -0.05
H -2.150 -5.760 14.314 -0.2 -0.2 0.0 0.12
H -3.567 -5.026 12.522 -0.3 0.2 -0.4 0.11
H -12.293 1.945 17.175 -0.2 -0.1 0.4 0.10
H -13.429 3.336 18.776 -0.1 0.2 0.1 0.10
C -0.335 4.682 23.532 -0.6 -0.8 -1.1 -0.04
H -8.646 5.032 9.089 -0.1 0.2 -0.1 0.08
H -0.462 -4.563 13.030 -0.2 -0.1 0.3 0.12
C -8.018 6.490 5.629 3.0 2.0 -0.1 -0.59
H -7.171 6.446 3.102 -1.1 0.8 0.1 0.10
H -4.089 -3.302 24.977 -0.6 0.3 0.0 0.10
O -4.607 0.683 12.982 -0.4 -0.3 2.4 0.00
H -0.573 6.351 17.058 0.2 -0.2 0.1 0.10
H 1.993 -2.993 19.183 0.4 0.6 -0.2 0.11
O -7.089 7.316 5.501 -2.4 -1.9 0.5 0.08
H -1.263 4.432 24.046 0.2 0.3 0.4 0.10
O -13.261 1.858 6.676 -0.8 2.6 -0.2 0.02
C 2.717 -3.678 19.624 -0.6 0.6 -1.6 -0.21
C -13.039 0.577 7.128 0.2 -1.9 0.6 -0.27
C -10.737 3.394 17.617 -0.7 0.7 -0.9 -0.18
H 3.906 -4.543 17.861 -0.2 0.2 0.0 0.10
H -8.274 5.043 2.735 -0.3 0.4 0.3 0.10
H 3.588 3.157 4.567 0.0 -0.4 0.0 0.10
H -0.581 5.401 22.751 0.3 0.4 0.3 0.10